Entry 1:
Molecular formula: C2H9NOS2
Method: DFT, ωB97M-V/def2-TZVPD

```
15
Properties=species:S:1:pos:R:3:forces:R:3
C -0.27847 1.24413 -1.27497 -0.09 -0.08 -0.02
N 0.66800 0.14550 -1.14128 0.12 0.13 -0.03
C 1.40492 0.17636 0.10665 -0.11 -0.08 -0.21
O 2.07784 -1.04776 0.29412 0.04 -0.01 -0.23
H -1.07303 1.14746 -0.53532 -0.02 -0.09 0.05
H -0.73209 1.18893 -2.26296 -0.05 0.08 0.00
H 0.16747 2.23702 -1.14574 0.06 0.05 -0.04
H 1.32545 0.19562 -1.91244 0.02 -0.10 0.04
H 2.16059 0.97131 0.12332 0.04 -0.04 0.17
H 0.68074 0.35084 0.90807 -0.02 0.08 0.06
H 1.54976 -1.70066 -0.18760 0.04 0.04 0.21
S -1.84993 -0.39127 2.50563 -0.05 0.04 0.08
S -1.23350 -1.93794 1.30953 0.03 -0.04 -0.12
H -2.65621 0.23700 1.63345 0.01 -0.02 -0.02
H -2.21153 -2.81654 1.57955 -0.03 0.02 0.06
```
Forces are in eV/Å.

Computed properties:
Spin multiplicity ... 1
Energy above the lowest of the compared OMol25 structures with the same formula, charge and spin ... 0.640 eV
Total charge ... 0
Energy ... -1007.94036 Ha
SMILES ... CNCO.SS
LUMO energy ... 0.34 eV



Entry 2:
Molecular formula: C4H11O2Tm
Method: DFT, ωB97M-V/def2-TZVPD

```
18
Properties=species:S:1:pos:R:3:forces:R:3
H 2.11653 -1.03267 5.38442 0.18 0.13 0.43
C 1.68303 -1.51607 3.27350 -0.72 -0.65 -1.61
H 2.48407 -0.82927 2.98260 -0.19 -0.19 0.23
H 0.86662 -1.00407 3.79717 0.27 -0.30 -0.27
H 2.04550 -2.43988 3.74189 -0.20 0.44 -0.07
O 1.07298 -1.98807 1.87201 0.45 0.91 2.50
C -0.05252 -2.85989 2.01120 -0.67 -0.63 0.56
C -0.85411 -2.83823 0.73013 -0.53 0.07 0.32
O 0.06498 -3.01165 -0.36098 -0.15 -0.23 0.13
C -0.55359 -3.31885 -1.61422 -0.61 -0.21 -0.68
Tm 1.95956 -1.99661 -0.05921 1.73 0.54 -1.28
H -0.70149 -2.53009 2.83417 0.19 -0.01 -0.18
H 0.30480 -3.87318 2.24893 -0.08 0.22 -0.09
H -1.38101 -1.88264 0.59559 0.07 -0.21 0.02
H -1.58393 -3.65798 0.72782 0.14 0.18 0.03
H 0.24293 -3.41503 -2.35836 -0.18 -0.06 0.06
H -1.09966 -4.26500 -1.52080 0.17 0.21 -0.13
H -1.24004 -2.51025 -1.89692 0.14 -0.22 0.03
```
Forces are in eV/Å.

Computed properties:
Spin multiplicity ... 3
⟨S²⟩ ... 2.0027
Total charge ... +2
Energy ... -1393.90364 Ha
LUMO energy (alpha / beta) ... -8.87 / -8.84 eV



Entry 3:
Molecular formula: C13H8ClF9N2S
Method: DFT, ωB97M-V/def2-TZVPD

```
34
Properties=species:S:1:pos:R:3:forces:R:3
C 2.31448 -2.77043 1.22875 0.82 0.64 0.12
C 3.14461 -1.52535 0.68091 0.21 -1.36 -0.63
Cl 3.40229 -0.24443 1.96169 -0.22 -0.58 -0.70
C 2.60201 -0.95566 -0.68321 -0.37 0.91 -0.05
C 1.54167 0.18443 -0.54401 -1.74 0.91 0.74
C 0.48726 0.14438 0.42092 0.26 0.80 -1.21
C -0.59499 1.20990 0.56784 2.74 -0.07 -2.19
C -1.65208 0.98212 1.66929 0.94 1.87 0.16
F -2.09469 2.25252 2.06642 0.33 -1.56 -0.51
F -1.05489 0.42721 2.78567 -0.90 0.22 -1.34
C -2.94507 0.15482 1.25791 -1.32 0.44 2.22
F -2.93445 -1.09280 1.86283 0.34 1.36 -1.54
F -4.02004 0.80923 1.86770 1.21 -0.79 -1.04
C -3.30763 0.10784 -0.27167 -1.85 0.01 -0.44
F -4.62458 -0.33850 -0.33982 1.75 0.30 0.34
F -3.34558 1.37281 -0.82988 0.52 -1.61 1.02
C -2.46194 -0.85997 -1.19568 0.37 -0.22 -2.40
F -1.69411 -1.77271 -0.55192 -1.03 1.14 -0.40
F -3.32605 -1.52451 -2.03531 1.18 0.64 1.37
F -1.65155 -0.12425 -2.03457 -0.87 -0.92 1.40
C -0.51741 2.34289 -0.29514 -0.13 -0.53 0.70
C 0.55465 2.51458 -1.32712 -0.31 -1.58 1.34
N 0.69071 3.58668 -2.17220 1.76 -3.40 0.56
S 2.03670 3.12851 -3.07094 -0.49 -0.46 0.92
N 2.48699 1.65865 -2.43941 -2.24 1.05 1.20
C 1.57593 1.38825 -1.44381 -0.41 1.06 -0.29
H 2.55203 -2.86418 2.32273 -0.47 -0.05 -1.04
H 1.21660 -2.66587 1.05275 0.93 -0.16 0.24
H 2.71238 -3.68785 0.70980 -0.60 0.89 0.43
H 4.17284 -1.93685 0.47067 -1.00 0.67 0.32
H 2.13069 -1.78552 -1.28492 0.55 0.65 0.70
H 3.44880 -0.54933 -1.29980 -0.77 -0.36 0.65
H 0.41996 -0.73309 1.10592 0.13 0.95 -0.64
H -1.26551 3.16645 -0.21239 0.67 -0.84 -0.03
```
Forces are in eV/Å.

Computed properties:
Spin multiplicity ... 1
Total charge ... 0
Energy ... -2366.82361 Ha
LUMO energy ... -1.31 eV



Entry 4:
Molecular formula: C4H5FS3
Method: DFT, ωB97M-V/def2-TZVPD

```
13
Properties=species:S:1:pos:R:3:forces:R:3
C 0.13929 -0.21731 0.00671 0.31 -0.19 0.19
C 0.32848 0.97967 0.92966 -1.00 -1.08 1.58
C 0.43927 0.07619 -1.47750 -0.41 1.61 -0.28
C -1.32099 -0.55502 -0.21302 -0.42 -0.18 0.04
H 0.33163 -1.93002 1.60440 -0.86 -0.23 1.00
H -0.10381 0.69722 1.99987 0.79 0.81 -2.21
H 1.39055 1.18030 0.99055 0.17 0.38 0.15
H 0.65901 1.13393 -1.71363 0.03 -0.45 0.48
H 1.15456 -0.51382 -2.00576 0.34 -0.78 -0.08
F -0.34746 2.06615 0.38390 0.24 -0.18 0.43
S 1.10472 -1.64898 0.60138 0.77 0.50 -1.10
S -1.30440 -0.23097 -1.91167 -0.13 -0.32 -0.14
S -2.47087 -1.03733 0.80509 0.16 0.10 -0.05
```
Forces are in eV/Å.

Computed properties:
Spin multiplicity ... 1
Energy above the lowest of the compared OMol25 structures with the same formula, charge and spin ... 0.446 eV
Total charge ... 0
Energy ... -1449.80901 Ha
LUMO energy ... -0.38 eV